Formula: C36H52BaN3OP2S
Source: the Open Molecules 2025 dataset
Level of theory: wB97M-V/def2-TZVPD

Structure (XYZ):
```
96
Properties=species:S:1:pos:R:3:forces:R:3:mulliken_charge:R:1
Ba 0.307084 0.703851 0.863916 0.19 -0.63 1.00 1.78
S 0.167140 -1.780467 2.756156 -0.14 -0.62 -1.05 -0.26
P -2.829172 0.547374 0.486664 0.10 0.33 0.05 0.86
P 2.623116 -1.297223 -0.183326 0.10 0.71 1.21 -0.32
O 0.738754 4.270904 3.432454 -0.37 -2.68 -1.78 -0.14
N -0.644189 -1.312397 -0.948115 0.26 -0.83 -0.31 1.38
N 0.128921 2.953334 -0.902883 0.13 0.73 -3.66 -0.64
N -0.255827 -1.528158 5.370734 -0.70 -0.98 -0.68 -0.08
C 4.027796 0.282453 -2.161098 0.26 0.28 -0.04 -1.84
C 3.900799 0.125837 -0.645155 -0.28 -1.14 -0.11 2.59
C -3.014223 -1.178240 -0.114037 0.08 -0.45 -0.38 -0.70
C 3.402580 -3.015841 0.147102 0.35 0.38 -0.11 1.54
C 0.198746 3.089982 -2.077162 0.05 -1.05 3.78 -0.05
C 4.388080 -3.379762 -0.978855 0.17 -0.30 0.07 -1.35
C -5.141536 1.355920 -1.019689 -0.06 0.31 -0.42 -1.83
C 0.826767 3.988645 -5.651472 -0.02 -0.32 0.24 -0.57
C 4.085888 -2.981527 1.526640 -0.03 0.04 0.01 -1.65
C 0.528703 4.126884 -4.293054 0.02 -0.07 -0.08 -0.52
C 0.610263 3.326664 2.794245 0.38 2.63 1.79 0.20
C -3.833871 0.535060 2.105130 -0.05 0.11 -0.44 1.62
C 1.712765 -1.659611 -1.645660 -0.28 0.42 -1.30 -1.24
C 0.528940 -1.143532 4.296741 1.25 1.14 0.42 0.23
C -5.267519 0.040568 1.896893 -0.28 0.06 0.36 -1.74
C -1.427163 -3.195520 -2.889476 -0.41 0.09 0.22 -1.00
C 0.618893 0.195412 6.750269 -0.80 -0.84 0.23 -0.46
C 1.031754 2.715434 -6.204431 -0.12 0.29 0.25 -0.45
C 0.412633 2.986176 -3.480403 0.36 0.04 -1.20 0.52
C 0.936276 1.579298 -5.397114 -0.09 0.03 0.18 -0.75
C -1.916663 -1.738250 -1.047183 -0.10 0.48 0.72 -0.68
C 0.626294 1.707640 -4.042047 0.04 -0.03 0.05 0.20
C -3.126407 -0.408213 3.098364 0.12 0.12 -0.05 -1.85
C -0.124277 -2.745666 -2.841054 0.54 0.14 0.17 -0.83
C 3.364841 1.432999 -0.020333 0.13 -0.05 0.03 -1.47
C 1.556528 0.490150 5.746549 0.88 1.06 0.97 -0.71
C 5.273518 -0.193414 -0.036382 0.19 0.25 0.01 -1.83
C -2.951518 1.170359 -2.247227 -0.05 0.02 0.13 -1.63
C -3.626545 1.572958 -0.915861 -0.06 -0.21 0.71 1.58
C -0.251578 -0.862264 6.571515 0.29 1.25 1.04 -0.53
C 0.301300 -1.892541 -1.785268 -0.78 0.15 -0.13 0.24
C -3.339469 3.060570 -0.630758 -0.06 -0.03 -0.10 -1.47
C -3.822117 1.958392 2.693225 -0.12 0.00 0.06 -1.89
C 1.549332 -0.217439 4.552102 -1.16 -1.02 -1.16 -0.49
C 2.257702 -4.044122 0.179640 -0.09 0.23 0.00 -1.58
C -2.332652 -2.726546 -1.936776 0.29 -0.07 -0.40 -0.68
H 4.370093 -0.640257 -2.650104 -0.10 0.21 0.16 0.34
H 4.114197 2.228497 -0.146739 -0.16 -0.16 -0.03 0.56
H 4.514202 -4.473326 -0.998745 0.02 0.25 0.00 0.45
H 4.914147 -2.264974 1.572420 -0.17 -0.25 -0.07 0.30
H 2.300567 1.269561 5.914733 -0.18 -0.24 0.00 0.43
H -3.118548 -1.449987 2.756623 0.06 0.23 0.12 0.35
H 5.384324 -2.946206 -0.822371 -0.33 -0.14 -0.07 0.31
H 1.104518 0.584048 -5.823688 -0.08 0.44 0.21 0.43
H 2.668133 -5.013137 0.500780 -0.07 0.26 -0.11 0.59
H 4.492997 -3.978278 1.746595 -0.08 0.18 -0.03 0.51
H -3.837351 3.410186 0.283776 0.17 -0.10 -0.30 0.28
H 0.578910 0.813838 -3.409611 -0.07 0.35 -0.20 0.43
H -0.975692 -1.206426 7.312745 0.31 0.23 -0.26 0.38
H 2.288883 -1.787274 -2.572370 -0.34 -0.16 0.20 0.50
H -1.853452 1.117740 -2.163451 -0.31 -0.04 0.01 -0.07
H 0.407402 5.114819 -3.847042 -0.02 -0.26 -0.19 0.49
H -3.329278 0.203160 -2.613871 0.19 0.26 0.10 0.28
H 2.297090 -0.069989 3.772007 -0.22 0.13 0.10 0.47
H -1.755977 -3.898764 -3.650644 0.14 0.09 0.12 0.45
H -3.662256 -0.379547 4.059997 0.07 0.05 -0.28 0.59
H 1.266578 2.616457 -7.266490 -0.07 0.03 0.37 0.40
H 2.448682 1.806157 -0.514473 0.32 -0.16 0.06 -0.10
H -3.185714 1.937333 -3.005627 0.02 -0.28 0.22 0.62
H -4.417311 2.664743 2.100595 0.12 -0.21 0.14 0.34
H -3.735551 3.649149 -1.472622 0.11 -0.04 0.22 0.50
H -4.256450 1.929419 3.703609 0.10 0.02 -0.23 0.50
H -5.478681 1.833200 -1.953457 -0.05 -0.15 0.19 0.53
H -2.801999 2.362090 2.785265 -0.22 -0.14 -0.03 0.27
H 5.966465 0.631857 -0.266394 -0.18 -0.15 0.08 0.53
H 0.624620 -3.084098 -3.562099 -0.30 0.04 0.26 0.53
H 0.910548 4.877033 -6.274421 -0.02 -0.22 0.15 0.40
H 3.201308 1.340709 1.071371 0.07 -0.06 -0.38 0.25
H 5.230093 -0.286666 1.057356 -0.01 0.03 -0.29 0.32
H 4.780447 1.060941 -2.368181 -0.19 -0.17 -0.04 0.50
H -3.982641 -1.255389 -0.637398 0.34 -0.15 0.16 0.49
H 1.475697 -3.755348 0.892762 0.12 -0.01 -0.09 0.11
H -5.687174 1.841338 -0.199077 0.23 -0.18 -0.30 0.32
H -5.424378 0.294764 -1.070732 0.06 0.29 0.05 0.28
H -2.084420 -0.114161 3.291556 -0.27 -0.12 -0.07 0.23
H -3.363739 -3.071302 -1.885898 0.27 0.05 -0.18 0.56
H 4.026853 -3.078783 -1.972444 0.08 -0.12 0.24 0.18
H -5.304048 -0.906414 1.344453 -0.02 0.17 0.12 0.24
H -3.080547 -1.842224 0.766073 0.13 0.26 -0.30 0.73
H -2.262262 3.261399 -0.544516 -0.36 -0.06 -0.01 0.11
H 0.586949 0.771726 7.674770 0.03 -0.27 -0.23 0.37
H -5.901696 0.774166 1.390054 0.18 -0.25 0.14 0.34
H 3.367666 -2.718305 2.315908 0.08 -0.11 -0.21 0.19
H -0.920593 -2.285189 5.215333 0.41 0.49 -0.01 0.25
H 5.717501 -1.104913 -0.455495 -0.21 0.34 0.17 0.31
H 1.807389 -4.168635 -0.812576 0.07 -0.06 0.18 0.31
H -5.714567 -0.137627 2.885696 0.03 -0.02 -0.20 0.53
H 3.087418 0.606719 -2.627494 0.14 -0.13 0.08 0.27
```
Forces are in eV/Å.

## Properties
**HOMO (alpha / beta)**: -9.0 / -6.1 eV
**Total charge**: +1



Formula: C18H22N2O2
Source: the Open Molecules 2025 dataset
Level of theory: wB97M-V/def2-TZVPD

Structure (XYZ):
```
44
Properties=species:S:1:pos:R:3:forces:R:3:nbo_charge:R:1
O -0.698235 2.074368 0.650508 1.07 0.09 -0.17 -0.53
O 0.474009 -3.168851 0.281518 0.37 0.53 0.23 -0.51
N 1.260402 -1.021099 0.958208 1.27 -0.57 -1.61 -0.37
N -0.562506 -1.792992 1.974462 0.98 0.05 -0.36 -0.54
C -0.700708 -4.000442 0.188983 -0.55 -0.04 0.11 -0.05
C 2.357994 -0.874665 -0.021635 -0.74 0.36 -0.24 -0.41
C -1.398968 -1.805594 -2.667279 -0.20 -1.72 1.29 -0.17
C -1.975197 1.744749 -1.349668 1.25 0.53 -0.41 -0.42
C -0.235312 -0.513851 2.451514 -0.94 -0.79 0.26 -0.07
C -0.993839 2.683090 -0.634942 -0.48 -0.11 -0.13 -0.06
C 2.429171 3.842406 1.621690 0.35 0.40 1.10 -0.20
C -1.197225 0.528150 -1.872554 -0.45 -0.27 0.80 -0.39
C -1.781764 -3.360616 -0.688982 0.56 0.45 0.44 -0.49
C -1.207946 -2.997385 -2.010362 -1.28 3.60 -0.98 -0.18
C 3.118316 2.856008 2.338136 -0.59 -0.69 -0.18 -0.24
C 1.300779 1.314194 1.857328 1.08 1.18 -0.56 -0.16
C 0.543711 2.331564 1.197610 1.13 0.42 0.41 0.41
C 1.149925 3.603809 1.137918 -0.55 0.23 -0.86 -0.30
C 0.380913 -2.063418 1.077509 -1.34 0.50 0.58 0.63
C -2.187670 -0.582730 -2.184984 1.58 -0.70 -1.69 -0.44
C 0.863917 -0.040307 1.822210 -2.05 -0.79 0.83 0.10
C 2.560470 1.571888 2.441321 -0.05 0.65 -0.27 -0.17
H 3.156579 -0.247943 0.367980 -0.09 -0.07 0.40 0.22
H 2.024698 -0.344424 -0.956941 0.07 -0.87 0.74 0.21
H -2.172447 -2.478763 -0.169206 0.00 -0.15 -0.14 0.23
H 4.054909 3.045006 2.832578 0.25 0.24 -0.10 0.21
H -0.609178 0.776131 -2.757255 -0.02 0.12 -0.07 0.20
H -1.063516 -4.170893 1.201674 -0.09 -0.11 -0.04 0.21
H -2.845145 -0.219548 -2.979002 -0.13 -0.18 -0.06 0.21
H 2.755603 -1.865818 -0.199921 0.00 -0.03 -0.42 0.23
H -2.742997 1.453127 -0.649222 -0.22 -0.20 0.31 0.22
H -0.598949 -3.666164 -2.537957 0.85 -1.25 -0.39 0.19
H -0.076325 2.786544 -1.264178 -0.51 0.12 0.68 0.18
H -0.481369 0.122480 -1.116920 -0.50 0.55 -0.27 0.21
H -0.433730 -4.964046 -0.279220 0.50 0.53 0.36 0.19
H -0.834762 0.030289 3.211966 0.46 -0.70 -0.78 0.21
H -0.859341 -1.737597 -3.611237 -0.24 0.33 0.01 0.19
H 0.641361 4.441240 0.629722 0.14 -0.60 0.31 0.22
H -2.603976 -4.050371 -0.838881 -0.19 -0.37 0.21 0.22
H -2.785962 -0.782974 -1.334811 -0.55 -0.36 0.89 0.21
H 3.112783 0.738934 2.952420 -0.72 0.93 -0.55 0.22
H -1.498563 3.647105 -0.483050 0.48 0.01 0.09 0.18
H -2.491108 2.287743 -2.176319 0.46 -0.33 0.44 0.21
H 2.851198 4.871669 1.589270 -0.39 -0.92 -0.18 0.22
```
Forces are in eV/Å.

## Properties
**Energy above the lowest of the compared OMol25 structures with the same formula, charge and spin**: 3.553 eV
**Structure (SMILES)**: Cn1c2cnc1OCC/C=C\CCCCOc1ccccc1-2
**HOMO**: -7.8 eV
**Total charge**: 0



Formula: C46H51As2CoN3O11S
Source: the Open Molecules 2025 dataset
Level of theory: wB97M-V/def2-TZVPD

Structure (XYZ):
```
115
Properties=species:S:1:pos:R:3:forces:R:3:mulliken_spin:R:1
As -11.669248 19.724985 10.550150 -0.49 0.23 0.52 0.03
As -12.510446 22.727956 13.057512 0.47 -0.07 -0.31 0.00
Co -10.822664 15.369939 10.394047 0.62 -0.03 0.36 2.72
S -12.359196 12.801415 10.126680 0.60 -0.67 0.53 0.01
O -14.366538 19.797223 11.686632 0.61 0.36 0.33 0.00
O -9.644354 21.874749 12.427454 -0.09 -0.11 -0.01 0.00
O -12.113566 20.965896 7.939886 0.02 0.44 0.34 0.00
O -14.363617 23.725725 9.831402 0.36 -0.19 0.12 0.00
O -12.287100 11.405732 9.807141 0.21 -0.04 0.13 0.01
O -11.976188 23.159197 8.425472 0.02 0.21 -1.01 0.00
O -12.794956 13.704772 9.106723 -0.73 0.89 -0.56 0.01
O -14.671147 20.019443 13.850922 0.02 0.06 -0.61 0.00
O -12.807120 24.918189 10.892565 0.93 0.00 0.35 0.00
O -9.299002 19.884049 13.395574 -0.65 0.09 -0.52 0.00
O -9.563529 15.965558 8.881738 -0.40 0.18 1.02 0.34
N -10.952539 13.445537 10.603007 -0.26 -0.39 -0.17 0.08
N -12.265642 16.157851 11.601045 0.60 0.12 -0.02 0.01
N -9.203877 15.038306 11.758659 -0.91 -0.24 -0.10 0.02
C -13.319614 16.583319 13.684979 0.53 -0.07 0.46 0.00
C -10.988699 18.424965 6.417613 -0.52 0.54 -0.27 0.03
C -13.473869 12.954120 11.518003 -0.66 -0.24 -1.03 0.01
C -14.848038 12.995355 11.292245 -0.44 0.32 1.13 0.00
C -9.280819 15.894443 7.676828 1.36 -1.08 -2.28 0.14
C -9.937275 15.628877 5.286534 0.66 0.65 0.15 -0.06
C -6.782623 15.245539 8.253672 0.22 0.15 0.07 0.01
C -13.424390 16.368839 10.993764 -0.46 0.03 -0.66 0.04
C -14.529945 16.779029 13.055365 0.18 -0.75 -0.51 0.00
C -14.582009 16.619473 11.686875 -0.45 0.49 -0.47 0.00
C -8.386346 11.023110 11.917333 -0.64 -0.57 -0.33 -0.01
C -7.176065 15.504457 12.957148 -0.86 0.24 -0.22 0.00
C -12.220253 21.637617 10.235598 0.80 -0.67 -1.41 0.00
C -12.118816 21.883840 8.738932 -0.24 -0.82 0.69 0.00
C -6.819697 13.893282 8.951470 -1.16 -0.28 -0.56 0.03
C -15.722308 13.056112 12.398566 0.01 0.05 -0.64 0.00
C -8.972690 13.703070 11.867007 0.17 -0.31 -0.60 0.04
C -13.883807 12.998303 13.886494 0.64 0.15 0.34 0.00
C -13.889940 20.147797 12.737726 -0.37 -0.30 0.64 0.00
C -7.653616 15.177217 5.942419 -0.03 0.11 1.14 -0.06
C -13.342855 23.774667 10.476966 -1.10 0.46 -0.26 0.00
C -10.051118 20.784400 12.739211 -0.36 0.36 0.48 0.00
C -12.534194 20.752092 13.019036 -0.05 0.05 -0.46 0.00
C -10.205278 16.130590 6.547515 -0.56 -0.27 0.50 0.15
C -15.250875 13.114306 13.711149 0.66 -0.50 -0.97 0.00
C -6.911051 14.181033 12.999316 1.41 -0.38 0.65 0.00
C -14.153879 20.156765 15.171069 -0.77 0.65 0.40 0.00
C -8.385489 15.867052 12.324806 0.69 1.62 0.21 0.00
C -12.113887 16.892896 8.094544 0.02 -0.52 0.16 0.00
C -9.808307 19.860287 10.012217 0.85 0.69 0.14 -0.01
C -9.574702 11.468789 11.261143 0.30 -0.17 -0.15 0.02
C -7.923814 15.434618 7.281231 0.12 0.20 -0.51 0.16
C -11.997823 23.391333 6.981717 -0.36 0.95 0.77 0.00
C -11.432086 16.999038 6.740302 0.04 -0.50 -0.64 0.02
C -12.200523 16.253235 12.940925 0.64 -0.10 -0.09 0.02
C -8.627905 15.205166 4.961580 -0.45 0.16 -0.13 0.24
C -13.354396 26.112498 10.346487 -0.95 -0.43 -0.64 0.00
C -12.651471 22.586585 11.032412 -0.12 0.40 1.16 0.00
C -11.421027 20.238852 12.464646 -0.04 0.01 -0.49 0.00
C -6.576028 16.397470 9.234599 0.84 0.01 -0.42 0.02
C -13.010705 12.889236 12.790915 0.51 0.16 1.75 0.00
C -7.797970 13.236086 12.474959 -0.21 0.97 -0.11 0.00
C -7.503107 11.890890 12.496734 0.26 -1.92 0.11 0.01
C -7.996587 20.333183 13.718676 0.83 -0.03 1.04 0.00
C -14.393684 23.087557 13.324233 -0.22 -0.09 0.28 0.00
C -9.871841 12.803497 11.204372 0.04 0.51 0.74 -0.03
H -5.615801 16.264396 9.746808 -0.13 -0.11 -0.03 0.00
H -8.637674 16.931474 12.246288 0.04 -0.28 -0.01 0.01
H -13.469515 13.023294 14.900935 -0.08 -0.14 -0.43 0.00
H -7.495614 19.415869 14.064881 0.02 0.65 0.08 0.00
H -11.825783 24.459602 6.811915 -0.08 -0.26 0.35 0.00
H -15.415441 16.921821 13.627220 -0.53 0.37 0.31 0.00
H -13.551026 21.055680 15.325800 -0.27 0.08 -0.14 0.00
H -6.643098 14.940352 5.651674 0.17 -0.17 0.06 0.01
H -11.947554 12.767050 12.972868 -0.04 0.10 0.06 0.00
H -13.350449 26.054451 9.249916 0.03 0.09 0.31 0.00
H -9.784147 19.942065 8.928897 0.00 -0.37 -0.10 0.00
H -7.771479 13.772445 9.503340 0.52 -0.08 -0.15 -0.01
H -15.907674 13.150678 14.561266 -0.23 0.12 0.08 0.00
H -8.288933 14.983345 3.949986 -0.56 -0.01 0.10 0.00
H -6.526842 16.263437 13.358689 0.10 0.04 0.05 0.00
H -15.051023 20.183308 15.841959 0.95 -0.14 -0.58 0.00
H -5.969494 13.801896 13.425755 -0.47 0.25 -0.13 0.00
H -13.509669 19.329800 15.371611 0.31 -0.75 0.43 0.00
H -10.214522 18.787687 7.082543 0.19 -0.11 0.43 -0.01
H -6.583290 11.519732 12.970361 -0.49 0.26 -0.21 0.00
H -13.431265 16.326266 9.898188 -0.08 -0.14 0.73 -0.03
H -14.382250 26.225944 10.683719 -0.11 0.03 -0.07 0.00
H -5.879697 15.238318 7.624698 -0.19 0.02 0.09 0.00
H -13.063656 17.426934 8.113005 0.06 0.19 -0.15 0.01
H -14.631116 23.140710 14.389259 -0.01 -0.14 -0.15 0.00
H -8.011666 21.139827 14.476743 -0.18 -0.67 -0.06 0.00
H -10.242589 10.807753 10.719554 0.22 -0.27 0.30 0.00
H -11.820317 19.145665 6.499975 0.32 -0.40 -0.16 0.00
H -8.211641 9.943191 11.947771 0.06 0.43 -0.06 0.00
H -11.480626 17.308228 8.896729 -0.36 0.00 -0.36 0.04
H -14.650580 24.037413 12.882571 0.12 0.43 -0.13 0.00
H -6.731816 13.085963 8.213325 -0.16 0.08 0.20 0.00
H -13.274317 16.639482 14.764280 0.22 0.01 -0.01 0.00
H -12.343693 15.830688 8.301682 0.12 0.32 -0.04 -0.03
H -10.667543 15.769339 4.488837 0.09 -0.11 0.27 0.01
H -12.778103 26.936076 10.697324 0.60 0.40 0.26 0.00
H -11.199315 22.840149 6.553436 0.52 -0.60 -0.58 0.00
H -10.545477 18.463185 5.423986 -0.19 0.08 -0.17 0.00
H -5.985444 13.814670 9.613664 0.50 -0.08 0.64 0.00
H -14.972120 22.340827 12.809465 -0.49 -0.25 0.03 0.00
H -7.459420 20.778474 12.898767 -0.01 -0.14 -0.69 0.00
H -12.969675 23.115100 6.583375 0.05 -0.18 -0.03 0.00
H -7.329662 16.513134 9.991703 -0.48 0.03 0.08 -0.01
H -11.201870 16.036900 13.373803 -0.90 0.21 -0.15 0.00
H -16.796309 13.055396 12.234574 0.15 0.08 -0.15 0.00
H -15.224606 13.025387 10.289879 -0.22 -0.08 -0.34 0.00
H -12.120651 16.642146 5.941731 0.09 0.44 0.56 0.00
H -9.231464 20.723205 10.384495 -0.52 -0.19 -0.02 0.00
H -15.481656 16.745213 11.098291 -0.11 0.03 0.28 0.00
H -6.459736 17.299369 8.641254 -0.22 0.42 0.16 -0.01
H -9.285129 18.976837 10.374054 0.01 -0.29 -0.30 0.00
```
Forces are in eV/Å.

## Properties
**HOMO (alpha / beta)**: -10.5 / -10.6 eV
**Spin multiplicity**: 5
**Total charge**: +1



Total energy list, top to bottom, in eV: -74794.6555; -26096.7982; -245653.6914
Maximum force list, top to bottom, in eV Å⁻¹: 3.9; 3.9; 2.9